No. 1
Molecular formula: C31H31CrF3N3O6S
Method: DFT, ωB97M-V with the def2-TZVPD basis set

Last column: Löwdin spin population.
CARTESIAN COORDINATES (ANGSTROEM)
1 H -0.389 4.868 0.743  0.000
2 C 2.152 -4.431 1.933  0.000
3 C 2.637 2.953 3.736  0.000
4 H -1.491 1.572 1.216  0.000
5 C 1.083 4.487 -3.612  0.007
6 H -5.349 1.464 -1.621  0.000
7 C 0.209 4.841 -1.337  0.008
8 H 3.942 1.448 0.986  0.000
9 O -1.369 -2.819 -2.235  0.007
10 C 0.283 -4.458 -1.648  -0.002
11 H 3.053 -5.605 3.477  0.000
12 C 0.996 2.252 -4.589  0.003
13 S 0.082 0.021 -3.450  -0.065
14 C 3.081 -2.189 3.281  0.000
15 C -0.205 4.265 -0.153  -0.002
16 H -4.251 -3.369 -1.157  0.000
17 F -0.229 -5.057 -0.553  0.000
18 H -5.601 -2.493 -0.389  0.000
19 C -0.269 -3.000 -1.718  0.003
20 H 1.668 3.957 -5.646  0.000
21 C -2.938 1.244 -2.338  0.000
22 H -1.057 3.197 1.910  0.000
23 H -5.528 0.080 -0.532  0.000
24 C -2.972 -0.609 -0.714  0.005
25 C -3.136 -2.344 0.991  0.000
26 H -2.947 -1.649 1.832  0.000
27 O 2.044 0.151 -0.858  0.025
28 H -5.620 -0.127 -2.303  0.000
29 H 1.235 -0.123 3.917  0.000
30 H 0.181 1.837 1.760  0.001
31 C 1.282 3.614 -4.689  -0.002
32 O 0.623 -0.562 1.078  0.006
33 C 2.073 1.796 4.334  0.000
34 H 3.845 3.648 2.060  0.000
35 C 2.083 -0.659 1.393  0.002
36 H 3.892 -3.583 4.675  0.000
37 C 3.311 2.813 2.516  0.000
38 H -2.420 2.054 -1.775  0.000
39 H 0.302 5.924 -1.454  0.000
40 H 3.448 -1.327 3.831  0.000
41 F -0.052 -5.175 -2.766  -0.001
42 N -0.125 2.041 -1.094  -0.016
43 C 2.780 -0.471 0.020  0.005
44 H -2.176 0.740 -2.933  0.000
45 O -1.774 -0.367 -0.337  0.029
46 H -3.665 1.703 -2.999  0.000
47 H -3.819 -3.149 1.324  0.000
48 C -4.671 -2.389 -0.961  0.000
49 C 0.526 3.974 -2.433  -0.001
50 F 1.669 -4.557 -1.560  0.000
51 H 1.561 -2.973 0.385  0.000
52 O 3.957 -0.821 -0.042  0.000
53 C 1.966 -3.120 1.400  0.000
54 H 1.651 -5.300 1.434  0.000
55 H -2.178 -2.775 0.703  0.000
56 N -3.664 -1.651 -0.197  0.001
57 C -5.112 0.398 -1.485  0.000
58 C 0.441 1.698 -3.407  -0.006
59 C 2.426 -1.971 2.056  0.000
60 H 1.722 1.795 5.365  0.000
61 H 0.165 -1.284 1.552  0.001
62 H 2.570 3.917 4.212  0.000
63 C 0.269 2.566 -2.282  0.000
64 C 2.469 0.552 2.276  0.000
65 N -3.645 0.276 -1.497  0.000
66 O 0.536 -2.163 -1.113  -0.009
67 C 2.902 -4.621 3.085  0.000
68 H 1.430 5.517 -3.663  0.000
69 C -0.698 2.325 1.292  0.002
70 Cr 0.112 -0.127 -1.064  2.990
71 H 1.319 1.555 -5.371  -0.001
72 C 3.320 -3.486 3.772  0.000
73 H -4.792 -1.840 -1.904  0.000
74 C 3.322 1.580 1.860  0.000
75 C -0.353 2.853 -0.059  0.008
76 C 1.877 0.667 3.534  0.000

The frontier orbital gap (spin up / spin down) is 0.25891 / 0.26289 Eh. The energy above the lowest of the compared OMol25 structures with the same formula, charge and spin comes out at 0.0 kJ/mol. Its spin multiplicity is 4. Its charge is 0. For the HOMO energy (spin up / spin down), the calculation gives -0.2754 / -0.2808 Eh. The lowest unoccupied orbital energy (spin up / spin down) is -0.448 / -0.487 eV. As for the expectation value of S²: 3.81.

=====

No. 2
Molecular formula: C31H31F4MgN6O2Se
Method: DFT, ωB97M-V with the def2-TZVPD basis set

Last column: Mulliken charge in e.
CARTESIAN COORDINATES (ANGSTROEM)
1 H 4.952 -4.596 1.163  0.488
2 F 2.316 -4.407 1.008  -0.328
3 H 2.900 1.218 3.653  0.384
4 H 0.805 0.418 3.937  0.342
5 N 0.576 2.314 -0.574  -0.895
6 C -3.735 0.030 0.054  -0.840
7 H -6.185 2.984 0.542  0.397
8 H -4.946 -2.482 -0.021  0.431
9 N -0.463 -0.605 -0.827  0.056
10 C 3.451 -0.912 1.191  0.351
11 C 0.517 1.461 3.806  -1.278
12 H 1.477 0.264 -6.189  0.420
13 C -1.312 -0.448 0.176  -0.308
14 C -1.115 -1.296 -1.839  -0.332
15 C -5.503 2.156 0.404  -0.400
16 C -4.193 -2.908 0.632  -0.004
17 H -5.176 2.557 -1.678  0.406
18 N 2.255 0.162 -1.825  -0.496
19 F 1.317 -1.918 1.042  0.200
20 N -2.456 -1.442 -1.492  -0.081
21 O -0.638 -1.706 -2.874  -0.738
22 H 1.358 3.827 1.609  0.400
23 C -2.684 -1.057 -0.112  3.947
24 C 1.736 1.081 -4.221  2.515
25 C 3.174 -3.364 1.086  -0.071
26 C 0.544 3.319 -1.153  0.107
27 C 1.737 -0.102 -5.194  -1.705
28 Se 0.491 4.877 -2.053  -0.272
29 H -1.044 -2.339 1.730  0.375
30 H -4.031 -0.349 2.142  0.493
31 H 2.720 -0.571 -5.241  0.395
32 N 2.795 0.248 1.176  0.061
33 C -2.957 -2.278 0.755  -0.649
34 H 0.721 2.003 4.747  0.349
35 C 0.351 1.731 -4.167  -1.037
36 C -2.294 -3.967 2.336  -1.040
37 H -5.441 -4.536 1.240  0.385
38 C 0.807 3.395 2.443  -1.484
39 H 2.593 2.481 -5.609  0.422
40 C 5.333 -2.477 1.277  0.330
41 H -0.249 3.406 2.177  0.295
42 O -0.988 0.138 1.225  -0.666
43 Mg 0.961 0.507 0.322  1.052
44 H -2.978 -2.189 -1.921  0.292
45 H 2.761 2.973 -3.916  0.323
46 C 2.796 2.123 -4.598  -1.732
47 F 6.678 -2.628 1.353  -0.344
48 H -1.541 -4.376 2.998  0.454
49 H 3.248 2.255 0.817  0.155
50 C 2.668 -2.094 1.092  -0.046
51 C -4.477 -4.058 1.348  -0.959
52 C 2.059 0.562 -2.880  -0.555
53 C -4.295 0.280 1.301  -0.100
54 H -3.741 -5.488 2.772  0.385
55 H 1.005 -0.848 -4.885  0.300
56 H -0.552 1.490 3.607  0.250
57 H 0.139 2.158 -5.150  0.489
58 C -2.009 -2.813 1.615  -0.069
59 C 4.538 -3.602 1.180  -0.819
60 H 0.960 4.026 3.335  0.399
61 C 2.690 1.953 2.871  -1.016
62 H -3.607 0.675 -1.979  0.398
63 C -4.059 0.857 -1.014  -0.368
64 C 3.395 1.499 1.598  -0.710
65 H 4.466 1.441 1.784  0.494
66 N 1.238 2.028 2.681  1.131
67 H -5.598 1.523 2.453  0.393
68 C -5.175 1.335 1.475  -0.937
69 H 3.081 2.921 3.217  0.384
70 C -4.941 1.914 -0.840  -0.853
71 F 5.742 -0.176 1.334  -0.355
72 C -3.523 -4.591 2.207  -0.359
73 H 3.797 1.691 -4.577  0.398
74 H -0.408 0.991 -3.926  0.226
75 C 4.837 -1.189 1.283  -0.007
76 H 0.323 2.537 -3.433  -0.218

The frontier orbital gap is 0.26025 Eh. The energy above the lowest of the compared OMol25 structures with the same formula, charge and spin comes out at 57.9 kJ/mol. Its spin multiplicity is 1. Its charge is -1. For the HOMO energy, the calculation gives -0.1671 Eh. The lowest unoccupied orbital energy is 2.533 eV.

=====

No. 3
Molecular formula: C31H31LiN3O3
Method: DFT, ωB97M-V with the def2-TZVPD basis set

Last column: natural (NBO) charge in e.
CARTESIAN COORDINATES (ANGSTROEM)
1 H -3.833 5.705 0.377  0.243
2 C -0.431 3.813 1.430  -0.640
3 C -5.327 0.771 -0.406  -0.010
4 C 4.550 -5.756 1.701  -0.401
5 C 5.057 -0.916 0.094  -0.226
6 H -1.399 3.374 -1.873  0.212
7 C 4.740 1.463 -0.082  0.015
8 H -3.358 -0.101 -0.473  0.228
9 H -3.565 1.344 -1.496  0.212
10 O -4.872 3.573 0.730  -0.639
11 H -2.213 5.933 1.098  0.194
12 C 5.095 -6.704 0.818  -0.375
13 H -0.947 3.707 2.393  0.215
14 H -8.173 1.691 -2.031  0.206
15 H -0.451 4.690 -1.115  0.201
16 C -0.933 0.848 0.431  -0.121
17 C 0.445 0.900 0.264  -0.267
18 H 2.749 2.203 0.031  0.210
19 H 2.951 -6.616 -2.982  0.197
20 C -6.153 1.274 -1.414  -0.200
21 C -3.718 3.191 0.575  0.692
22 H 1.398 -4.394 -2.915  0.207
23 N -2.635 4.000 0.383  -0.452
24 H 5.889 -7.364 1.169  0.210
25 C 3.074 -4.960 -0.046  -0.107
26 H -1.414 -0.131 0.563  0.186
27 C 2.770 0.004 0.164  -0.060
28 C 2.135 -4.184 -0.811  -0.359
29 H 4.884 -5.756 2.746  0.218
30 H 5.749 -1.763 0.113  0.143
31 H -9.186 0.689 0.021  0.205
32 H 3.007 -4.276 2.009  0.227
33 H 0.893 1.886 0.155  0.170
34 C 5.605 0.358 -0.068  -0.349
35 C -7.278 0.149 0.882  -0.225
36 C -8.104 0.694 -0.107  -0.233
37 C -3.206 1.751 0.586  -0.099
38 C 3.530 -4.904 1.284  -0.302
39 H -5.691 1.710 -2.300  0.206
40 C -2.774 5.439 0.293  -0.416
41 H 0.497 3.238 1.465  0.240
42 C -7.539 1.257 -1.257  -0.208
43 H 6.669 0.539 -0.176  0.225
44 C -3.824 0.895 -0.523  -0.428
45 C 3.350 1.301 0.039  -0.182
46 H 4.883 -7.722 -1.088  0.209
47 C 2.815 -5.932 -2.145  -0.360
48 N -1.755 1.919 0.454  -0.462
49 C -5.889 0.182 0.729  -0.159
50 C 4.533 -6.906 -0.446  -0.210
51 H -0.186 4.870 1.264  0.202
52 C -1.343 3.323 0.300  0.350
53 C 2.025 -4.747 -2.104  -0.203
54 O 6.525 2.897 -0.328  -0.415
55 H -5.229 -0.229 1.495  0.199
56 O 4.516 3.768 -0.210  -0.411
57 H 3.255 -2.090 0.359  0.193
58 C 3.511 -6.055 -0.895  -0.127
59 C -0.701 3.622 -1.062  -0.640
60 Li 5.534 -4.320 0.248  0.954
61 C 1.334 -0.176 0.252  -0.426
62 H -3.456 1.309 1.570  0.192
63 C 3.681 -1.091 0.221  -0.196
64 H -7.708 -0.297 1.780  0.206
65 H 1.593 -3.333 -0.417  0.217
66 H 0.216 3.045 -1.204  0.240
67 H 0.940 -1.187 0.373  0.180
68 H -2.386 5.804 -0.668  0.194
69 N 5.284 2.778 -0.214  0.511

The frontier orbital gap is 0.11694 Eh. The energy above the lowest of the compared OMol25 structures with the same formula, charge and spin comes out at 0.0 kJ/mol. Its spin multiplicity is 1. Its charge is -1. For the HOMO energy, the calculation gives -0.0702 Eh. The lowest unoccupied orbital energy is 1.272 eV.

=====

> The highest spin multiplicity belongs to which entry?

C31H31CrF3N3O6S

=====

> What is the formula in the second record?

C31H31F4MgN6O2Se